Entry from OMol25: C18H12Br2N2O8Pt as an isolated structure in a non-equilibrium geometry (ωB97M-V/def2-TZVPD).

Cartesian coordinates (Å):
1 Pt -0.71030 -0.12479 0.19322
2 N -0.97723 -1.35068 2.27707
3 C -2.14847 -0.93057 3.04833
4 C -3.23678 -0.41414 2.10930
5 C -2.98688 1.11132 1.86614
6 O -3.65504 1.90222 2.49739
7 O -2.05656 1.38174 1.05213
8 H -1.13802 -2.26579 1.86011
9 H -0.14629 -1.40485 2.85847
10 H -1.83910 -0.13472 3.73229
11 H -2.55032 -1.75916 3.64897
12 H -4.22929 -0.53491 2.53666
13 H -3.18057 -0.93078 1.14813
14 C 1.21022 2.52462 0.95983
15 C 2.08312 1.37608 0.61342
16 C 3.48623 1.50860 0.60422
17 C 4.27442 0.44328 0.26891
18 C 3.67671 -0.78303 -0.08565
19 C 4.37264 -1.94579 -0.48349
20 Br 6.26449 -1.93540 -0.56281
21 C 3.70283 -3.09490 -0.83687
22 C 2.31742 -3.13413 -0.80760
23 Br 1.39859 -4.70050 -1.31915
24 C 1.53142 -2.02209 -0.43507
25 O 0.26546 -2.04843 -0.44504
26 C 2.26382 -0.83851 -0.04972
27 N 1.52596 0.22344 0.31454
28 H 1.30294 2.76162 2.01846
29 H 0.17117 2.28367 0.73562
30 H 1.50496 3.40266 0.39107
31 H 3.92242 2.45702 0.87265
32 H 5.35064 0.52956 0.26399
33 H 4.25768 -3.97021 -1.13743
34 O -3.78309 2.19238 -4.93979
35 C -3.23383 1.75772 -3.96674
36 C -1.96785 2.30788 -3.32630
37 O -1.46094 3.37050 -3.59107
38 C -1.57023 1.33212 -2.28423
39 C -2.63209 0.34184 -2.10654
40 O -2.65380 -0.49627 -1.19917
41 C -3.65100 0.51901 -3.17272
42 O -4.58925 -0.18989 -3.43287
43 O -0.48619 1.28224 -1.68867

Atomic forces in eV per Å
Pt -0.696 0.125 0.453
N 0.378 -0.070 -0.773
C -0.636 -0.019 0.240
C 0.213 0.854 -0.162
C -1.198 -1.834 0.917
O -0.092 0.590 0.104
O 1.873 0.660 -1.386
H 0.080 0.076 0.181
H -0.075 -0.037 -0.132
H -0.052 -0.125 -0.031
H 0.249 0.108 -0.042
H 0.051 -0.016 0.048
H -0.159 -0.195 0.090
C -0.278 -0.046 -0.084
C 0.339 0.387 0.102
C 0.090 -0.273 -0.047
C -0.080 0.067 0.033
C -0.801 0.418 0.150
C 0.657 -0.119 -0.109
Br -0.474 -0.064 0.020
C -0.179 -0.320 -0.046
C 0.114 -1.234 -0.426
Br 0.343 0.381 0.142
C -1.242 0.058 0.091
O 1.209 0.123 -0.162
C 0.754 0.800 0.138
N -0.604 -0.483 0.064
H -0.007 0.033 0.111
H 0.014 0.199 0.128
H 0.038 0.101 -0.042
H 0.048 0.106 -0.004
H 0.048 0.026 -0.003
H -0.008 -0.049 -0.035
O 0.035 -0.016 0.118
C -0.152 -0.032 -0.180
C -0.208 0.477 -0.144
O 0.226 -0.199 0.049
C -0.148 -0.367 -0.282
C -0.013 0.256 0.286
O 0.269 -0.300 0.259
C -0.272 -0.020 -0.500
O 0.064 0.004 0.211
O 0.279 -0.029 0.654

Results
Energy above the lowest of the compared OMol25 structures with the same formula, charge and spin ... 0.0 kcal per mole
Spin multiplicity ... 5
DFT total energy ... -6671.799708 a.u.
LUMO (spin up / spin down) ... -0.063 / -0.148 Ha
Total charge ... 0
HOMO (spin up / spin down) ... -8.1 / -8.6 eV
F_max ... 2.4 eV/Å

Population analysis type natural (NBO), resulting atomic charges in e: atom 1 (Pt): 1.292, atom 2 (N): -0.831, atom 3 (C): -0.221, atom 4 (C): -0.541, atom 5 (C): 0.788, atom 6 (O): -0.653, atom 7 (O): -0.814, atom 8 (H): 0.386, atom 9 (H): 0.382, atom 10 (H): 0.208, atom 11 (H): 0.187, atom 12 (H): 0.235, atom 13 (H): 0.218, atom 14 (C): -0.669, atom 15 (C): 0.305, atom 16 (C): -0.216, atom 17 (C): -0.112, atom 18 (C): -0.169, atom 19 (C): 0.035, atom 20 (Br): 0.140, atom 21 (C): -0.286, atom 22 (C): -0.062, atom 23 (Br): 0.168, atom 24 (C): 0.332, atom 25 (O): -0.526, atom 26 (C): 0.207, atom 27 (N): -0.485, atom 28 (H): 0.244, atom 29 (H): 0.275, atom 30 (H): 0.246, atom 31 (H): 0.238, atom 32 (H): 0.242, atom 33 (H): 0.259, atom 34 (O): -0.436, atom 35 (C): 0.374, atom 36 (C): 0.352, atom 37 (O): -0.453, atom 38 (C): 0.305, atom 39 (C): 0.312, atom 40 (O): -0.574, atom 41 (C): 0.356, atom 42 (O): -0.445, atom 43 (O): -0.593

Entry from OMol25: C18H12CdFNO4S as an isolated structure in a non-equilibrium geometry (ωB97M-V/def2-TZVPD).

Cartesian coordinates (Å):
1 C 3.79477 -1.40021 3.33098
2 C 2.51821 -1.78648 3.06953
3 C 1.36083 -0.84657 2.88271
4 C 1.25966 -0.35608 1.45530
5 C 2.40156 0.18805 0.87679
6 C 2.42852 0.67464 -0.42049
7 S 3.96749 1.29826 -1.05665
8 C 1.26280 0.57781 -1.19462
9 C 1.31631 1.01486 -2.61635
10 O 1.35785 -0.00113 -3.53741
11 N 0.68894 0.47218 -4.80532
12 O 0.32857 -0.38291 -5.44156
13 C 0.09906 0.05596 -0.62498
14 C 0.07490 -0.40866 0.69412
15 C -1.22988 -0.93957 1.23946
16 O -1.28286 -1.73408 2.14314
17 C -2.46820 -0.44134 0.59379
18 C -3.66878 -0.47990 1.28074
19 C -4.82511 -0.01860 0.66219
20 C -4.79980 0.50732 -0.62071
21 C -3.59694 0.53161 -1.29826
22 F -3.56938 1.04309 -2.53330
23 C -2.42761 0.04768 -0.71684
24 C -1.15536 0.01740 -1.44385
25 O -1.09691 -0.02310 -2.66313
26 H 4.61140 -1.75124 2.70599
27 H 4.08117 -0.78171 4.17671
28 H 2.28666 -2.84982 3.01869
29 H 1.52739 0.02093 3.53172
30 H 0.46224 -1.34326 3.21927
31 H 3.31829 0.25596 1.45044
32 H 3.81771 2.58776 -0.72227
33 H 0.26352 1.54130 -2.82795
34 H 2.13330 1.71596 -2.80840
35 H -3.70151 -0.88573 2.27961
36 H -5.76306 -0.06430 1.19533
37 H -5.69515 0.87198 -1.10097
38 Cd -0.08061 3.07196 -3.37344

Atomic forces in eV per Å
C -0.100 -0.155 -0.095
C 0.339 0.085 0.168
C -0.096 -0.053 1.407
C -0.237 -0.339 -0.056
C -0.114 0.250 -0.259
C -0.228 0.233 0.340
S 0.308 -0.105 -0.384
C -0.122 -0.095 -0.003
C 1.477 -0.712 -0.248
O -0.009 0.028 0.110
N -0.566 0.220 -0.005
O 0.309 -0.133 -0.249
C -0.145 -0.086 0.085
C 0.426 0.175 0.074
C 0.043 -0.185 -0.018
O 0.055 0.044 0.027
C -0.394 0.228 -0.045
C 0.086 -0.141 -0.114
C -0.057 0.088 0.015
C 0.100 -0.101 0.090
C -0.172 -0.238 0.137
F 0.090 0.079 -0.042
C 0.264 0.145 -0.113
C -0.315 -0.264 0.082
O -0.026 0.641 0.024
H 0.220 -1.144 0.816
H -0.258 1.168 -0.661
H 0.203 -0.044 -1.304
H 0.052 0.170 -0.107
H -0.229 0.079 -0.190
H 0.005 -0.115 0.111
H -0.128 0.019 0.210
H -0.033 -1.619 0.982
H 0.077 0.124 0.260
H 0.025 -0.026 0.081
H -0.063 0.020 0.020
H -0.037 0.045 -0.041
Cd -0.750 1.714 -1.104

Results
DFT total energy ... -1713.668106 a.u.
LUMO ... -0.431 Ha
Total charge ... +2
HOMO ... -13.6 eV
F_max ... 2.2 eV/Å

Population analysis type natural (NBO), resulting atomic charges in e: atom 1 (C): -0.325, atom 2 (C): -0.057, atom 3 (C): -0.521, atom 4 (C): 0.101, atom 5 (C): -0.176, atom 6 (C): -0.134, atom 7 (S): 0.056, atom 8 (C): -0.004, atom 9 (C): -0.044, atom 10 (O): -0.404, atom 11 (N): 0.387, atom 12 (O): -0.055, atom 13 (C): -0.110, atom 14 (C): -0.087, atom 15 (C): 0.530, atom 16 (O): -0.462, atom 17 (C): -0.020, atom 18 (C): -0.182, atom 19 (C): -0.122, atom 20 (C): -0.248, atom 21 (C): 0.458, atom 22 (F): -0.306, atom 23 (C): -0.255, atom 24 (C): 0.564, atom 25 (O): -0.559, atom 26 (H): 0.235, atom 27 (H): 0.241, atom 28 (H): 0.244, atom 29 (H): 0.260, atom 30 (H): 0.285, atom 31 (H): 0.254, atom 32 (H): 0.149, atom 33 (H): -0.012, atom 34 (H): 0.230, atom 35 (H): 0.258, atom 36 (H): 0.250, atom 37 (H): 0.261, atom 38 (Cd): 1.321

Entry from OMol25: C18H12N4O7PtSbSe4 as an isolated structure (ωB97M-V/def2-TZVPD).

Cartesian coordinates (Å):
1 Pt 0.41106 0.41192 -0.31058
2 N -0.96366 -1.13079 -0.16768
3 C -1.97804 -0.90891 -1.17114
4 C -2.19687 -1.85704 -2.15605
5 C -3.15756 -1.62823 -3.12959
6 C -3.88806 -0.45164 -3.10410
7 C -3.64829 0.49645 -2.11985
8 C -2.68627 0.29579 -1.13238
9 C -2.39300 1.33762 -0.11300
10 C -3.44209 2.09916 0.39942
11 C -3.20944 3.10127 1.32712
12 C -1.91344 3.36594 1.73861
13 C -0.85999 2.61411 1.23640
14 C -1.08168 1.58190 0.33263
15 H -0.51288 -2.02892 -0.30251
16 H -1.38751 -1.11633 0.77965
17 H -1.60615 -2.76674 -2.16631
18 H -3.32342 -2.36324 -3.90698
19 H -4.63305 -0.25834 -3.86612
20 H -4.19233 1.43223 -2.13365
21 H -4.45852 1.87925 0.09232
22 H -4.04003 3.66346 1.73528
23 H -1.71530 4.13899 2.47119
24 H 0.14946 2.83412 1.55961
25 Se 1.01613 -1.96919 5.13220
26 Sb -0.24332 -0.19681 3.87419
27 Se 1.53695 -0.00931 1.97177
28 Se -2.22082 -1.30452 3.08188
29 Se -0.10541 1.84564 5.08235
30 O 7.72907 -0.52785 -3.15040
31 N 7.10709 0.27774 -2.47476
32 O 7.59910 1.29109 -2.00531
33 C 5.70401 0.00378 -2.19089
34 C 5.13867 -1.15031 -2.67371
35 C 3.80892 -1.42412 -2.39031
36 C 2.99454 -0.55536 -1.59627
37 O 1.80855 -0.86816 -1.23747
38 C 3.64082 0.66894 -1.18380
39 C 4.96540 0.92054 -1.44574
40 N 2.93675 1.60688 -0.38784
41 O 1.64985 1.92186 -0.74660
42 O 3.55614 2.43099 0.33415
43 N 3.29030 -2.68489 -2.92982
44 O 2.13486 -3.00233 -2.72376
45 O 4.05848 -3.37864 -3.58591
46 H 5.71562 -1.84552 -3.25831
47 H 5.41567 1.82482 -1.06821

Atomic forces in eV per Å
Pt 0.097 -0.078 -0.064
N -0.200 0.239 0.178
C -0.028 -0.003 -0.046
C 0.014 -0.006 0.040
C 0.020 -0.040 -0.011
C -0.034 0.035 -0.009
C 0.015 -0.003 0.011
C 0.020 -0.030 -0.044
C 0.004 -0.044 0.069
C -0.034 0.012 0.018
C -0.033 0.007 -0.011
C 0.037 0.016 0.019
C -0.026 0.020 0.048
C -0.004 -0.024 -0.038
H 0.099 -0.091 -0.026
H 0.089 -0.103 -0.119
H -0.019 0.028 0.005
H 0.004 0.016 0.026
H 0.018 -0.001 0.022
H 0.004 -0.004 0.007
H 0.026 0.006 0.002
H 0.009 -0.007 -0.005
H -0.010 -0.018 -0.028
H 0.039 -0.011 0.013
Se 0.008 -0.058 0.007
Sb -0.195 0.080 0.099
Se -0.037 0.090 0.034
Se 0.120 0.023 -0.134
Se 0.084 -0.038 -0.109
O -0.150 0.122 0.051
N 0.236 -0.046 0.101
O -0.136 -0.104 -0.102
C -0.005 0.026 -0.032
C -0.077 0.021 0.014
C -0.044 0.061 0.044
C -0.022 -0.073 0.027
O 0.122 -0.002 -0.072
C -0.002 -0.039 -0.037
C -0.037 -0.018 -0.012
N -0.030 0.292 0.208
O 0.262 -0.050 0.114
O -0.255 -0.303 -0.310
N -0.017 -0.198 -0.076
O 0.025 0.154 0.061
O 0.007 0.165 0.093
H 0.027 -0.040 -0.032
H 0.007 0.020 0.007

Results
Energy above the lowest of the compared OMol25 structures with the same formula, charge and spin ... 0.0 kcal per mole
Spin multiplicity ... 5
DFT total energy ... -11403.953331 a.u.
LUMO (spin up / spin down) ... 0.049 / -0.027 Ha
Total charge ... -1
HOMO (spin up / spin down) ... -5.1 / -6.1 eV
F_max ... 0.5 eV/Å

Population analysis type natural (NBO), resulting atomic charges in e: atom 1 (Pt): 1.077, atom 2 (N): -0.823, atom 3 (C): 0.210, atom 4 (C): -0.253, atom 5 (C): -0.204, atom 6 (C): -0.217, atom 7 (C): -0.181, atom 8 (C): -0.091, atom 9 (C): -0.037, atom 10 (C): -0.208, atom 11 (C): -0.228, atom 12 (C): -0.191, atom 13 (C): -0.247, atom 14 (C): -0.210, atom 15 (H): 0.414, atom 16 (H): 0.452, atom 17 (H): 0.221, atom 18 (H): 0.215, atom 19 (H): 0.211, atom 20 (H): 0.216, atom 21 (H): 0.204, atom 22 (H): 0.207, atom 23 (H): 0.217, atom 24 (H): 0.231, atom 25 (Se): -0.200, atom 26 (Sb): 0.942, atom 27 (Se): -0.007, atom 28 (Se): -0.671, atom 29 (Se): -0.600, atom 30 (O): -0.402, atom 31 (N): 0.536, atom 32 (O): -0.395, atom 33 (C): -0.053, atom 34 (C): -0.137, atom 35 (C): -0.109, atom 36 (C): 0.490, atom 37 (O): -0.746, atom 38 (C): -0.036, atom 39 (C): -0.150, atom 40 (N): 0.285, atom 41 (O): -0.592, atom 42 (O): -0.424, atom 43 (N): 0.533, atom 44 (O): -0.376, atom 45 (O): -0.420, atom 46 (H): 0.275, atom 47 (H): 0.272